No. 1
Below is 20 unconnected molecules or ions with the total composition C35H80N21O42PS, with properties calculated with wB97M-V/def2-TZVPD.

Geometry as XYZ:
```
180
Properties=species:S:1:pos:R:3:forces:R:3:lowdin_charge:R:1
H 10.3433 5.5435 -1.0209 -0.105 -0.086 -0.086 0.10
C -2.5294 2.3177 -0.0001 -0.160 -3.428 -1.739 -0.27
C 10.3662 4.6814 -1.6821 0.188 0.181 0.171 0.06
C 3.3804 3.4587 -1.5808 -0.145 -0.492 0.372 -0.15
H -2.0909 -3.3691 2.4555 -0.106 -0.031 0.133 0.10
N -1.8147 -0.8025 -3.0870 0.013 1.323 1.962 -0.26
H 3.9054 -1.5528 -1.2935 -0.095 0.916 1.061 0.06
C 2.9320 -5.4695 3.1853 0.252 -0.181 -0.020 0.04
H -10.1753 0.3209 -8.7195 0.148 -0.060 0.017 0.10
N 2.1636 -4.5332 2.3209 0.086 -0.022 -0.039 -0.45
H 3.1659 4.0695 -2.5066 0.103 -0.637 1.016 0.11
O -8.7512 4.9521 2.1719 -0.028 0.324 0.288 0.04
C 8.6873 0.7213 -1.3421 -0.184 0.048 0.045 0.03
O -2.0098 -2.9350 5.0116 0.074 0.230 0.017 0.04
N 8.9690 4.2579 -1.9642 -0.066 0.134 0.057 -0.42
H 3.1682 -1.1487 -4.0195 0.081 -0.083 0.138 0.10
C -10.6186 5.9699 3.0621 -0.263 0.120 0.134 0.05
H -4.8944 3.6646 -8.3992 0.126 -0.109 0.040 0.10
C -1.4426 0.1169 -0.8914 -0.307 0.067 -0.892 -0.27
C 0.6662 -3.9534 6.7421 -0.253 0.011 -0.260 0.04
O 5.9346 -7.7017 8.9737 -0.020 0.078 0.420 0.04
H 7.9992 -0.0967 -1.5442 0.081 0.054 -0.021 0.10
N -9.2278 5.4571 3.1709 0.065 0.045 0.175 -0.43
H 5.3455 -5.5344 11.2384 0.005 -0.138 -0.096 0.10
H -5.1327 -1.9289 -1.9114 0.041 0.057 0.262 0.06
H 4.8050 -1.3118 0.2692 -0.944 0.845 -0.807 0.09
H 4.8580 -8.3477 7.3152 -0.083 -0.148 -0.260 0.06
N -0.6312 -0.9890 -0.8039 -1.505 1.419 -1.334 -0.24
C -9.1501 0.6812 -8.7155 -0.283 0.093 -0.032 0.05
O -5.6312 -1.0137 -3.7256 -0.046 0.042 -0.111 0.06
H 3.2688 -4.9112 4.0560 -0.140 -0.106 0.008 0.10
C 4.9600 -5.4336 -1.7256 -0.352 -0.069 -0.140 0.05
H 5.2856 -5.2420 9.4729 0.110 -0.081 -0.024 0.10
O 10.4874 -0.4544 -2.1827 0.033 0.122 0.313 0.06
H -3.8203 4.7843 -9.2925 0.047 -0.030 0.152 0.10
H -2.7076 4.2456 -4.2892 0.188 -0.106 0.097 0.09
H 7.4873 7.4858 -0.0943 0.021 -0.052 -0.191 0.10
C -2.1631 0.2329 -2.2437 1.100 -0.182 1.451 -0.29
H 3.8134 2.5196 0.8448 -0.900 0.815 0.275 0.10
O -8.7406 -1.5782 -8.4355 0.315 0.240 0.044 0.08
C 2.0252 3.0880 2.1421 0.797 -0.523 0.782 -0.20
N -8.2362 -0.4789 -8.5405 -0.142 -0.163 -0.120 -0.44
H 1.1419 0.2222 0.5470 -0.834 0.728 0.572 0.07
H 6.8455 -5.6481 10.2677 -0.081 -0.023 -0.140 0.10
O -4.5348 -3.1662 0.9676 -0.074 0.269 -0.335 0.04
C 4.7084 0.4987 -0.9953 1.284 0.187 1.420 -0.45
H 6.7028 7.4356 -1.7088 0.163 -0.045 0.103 0.10
H -7.3006 -0.8261 -5.7032 0.121 -0.142 0.056 0.11
C 5.7680 -5.8004 10.2733 -0.035 0.266 0.154 0.05
H -8.2270 1.5580 2.1579 -0.022 0.135 -0.047 0.09
O 7.1706 10.3208 -1.0265 0.260 -0.205 -0.121 0.07
H -0.9389 -0.1435 1.8136 0.103 1.203 -0.053 0.09
C -3.8631 3.9457 -8.6025 -0.068 0.093 -0.303 0.05
H 0.1773 -4.3889 5.8750 0.107 0.015 0.087 0.08
H -7.8316 3.1766 1.4861 -0.140 -0.211 0.102 0.07
H -1.4563 -5.2806 -2.5334 0.022 -0.150 0.046 0.10
O -5.6599 2.3101 4.1115 -0.213 -0.218 -0.111 0.06
H 8.7096 1.4340 -2.1671 -0.050 -0.483 0.188 0.06
H 2.4589 1.4840 -1.0130 0.883 0.334 -0.824 0.11
C -1.6764 4.5217 -4.4867 0.137 0.251 0.113 0.02
O -10.3065 2.5756 0.9892 0.133 -0.199 -0.225 0.05
H -10.9121 6.3896 4.0205 0.141 -0.065 -0.062 0.09
N -3.2483 4.3563 -7.3125 -0.040 0.005 -0.055 -0.42
H -11.2573 5.1297 2.7955 0.110 0.058 -0.140 0.10
N -6.0066 1.1487 4.2261 0.101 -0.008 -0.033 -0.42
O -4.1743 4.4807 0.8441 0.762 -2.674 0.307 -0.32
H -3.5946 1.5503 -3.4441 0.957 -0.070 1.965 0.08
O -3.1292 2.9021 2.8033 -1.104 0.470 -1.434 -0.33
N 5.5186 -7.2446 10.0244 -0.098 -0.010 0.180 -0.43
O 10.6338 0.3009 -0.1573 0.070 -0.071 -0.328 0.05
O 4.7785 -7.4282 5.1046 -0.135 -0.206 -0.228 0.05
H 3.4835 -9.4267 6.9289 0.081 -0.095 -0.120 0.11
H 4.4898 3.5348 -1.3987 -1.066 -0.020 -0.021 0.12
H -1.3071 -6.4227 -1.1544 -0.016 0.012 -0.161 0.10
N -1.0612 4.9156 -3.1897 0.146 0.133 -0.060 -0.43
H -8.9825 1.3599 -7.8812 0.090 0.001 -0.118 0.10
C 3.1338 3.4036 1.0451 -0.142 0.772 0.033 -0.19
H 3.0776 -0.6425 0.0780 1.062 -0.113 -0.596 0.07
C 1.7085 1.5309 2.2593 0.488 0.429 -1.435 -0.18
H -3.6900 -2.7999 3.0379 0.178 -0.060 0.058 0.09
H 4.0508 -4.9800 -2.1114 0.126 0.028 0.073 0.07
N 5.8243 -4.3632 -1.1636 0.013 -0.094 -0.007 -0.42
O 8.8229 3.2965 -2.6964 -0.026 0.690 -0.004 0.04
C -3.2548 2.4342 -1.3638 1.399 -2.895 -1.237 -0.06
O 2.5721 -4.3495 1.1887 -0.273 0.073 0.203 0.06
H -1.9461 -4.7718 -0.8881 -0.074 -0.094 -0.067 0.08
H 2.6918 0.9942 2.0525 -1.073 0.600 0.513 0.10
H 2.4802 3.3867 3.1412 -0.795 -0.072 -1.128 0.10
N 10.0502 0.1409 -1.2156 -0.085 -0.009 0.047 -0.44
H -2.6197 -1.6887 2.1363 -0.036 -0.035 0.155 0.07
H -1.6274 5.3651 -5.1678 0.014 -0.042 0.181 0.08
P -2.7588 3.6305 1.3166 0.757 1.551 0.405 0.90
O 4.2626 1.1589 -2.1485 -0.655 -0.996 1.295 -0.07
N 1.7593 -4.8604 7.1820 -0.025 -0.017 -0.036 -0.44
H -1.1095 3.6782 -4.8746 -0.162 -0.060 0.150 0.11
N 3.4275 -3.1504 -4.5702 0.074 0.066 -0.172 -0.44
O 2.8434 -3.6960 -3.6496 0.064 0.031 -0.257 0.03
O 3.5860 -3.6134 -5.6824 -0.134 -0.060 0.360 0.07
O -3.2193 3.5190 -6.4270 -0.133 0.226 -0.555 0.04
N -5.6427 -0.1795 -4.6052 -0.011 0.090 -0.066 -0.41
H -10.6268 6.7335 2.2869 -0.002 -0.163 -0.041 0.10
H 1.3631 1.2069 3.2788 0.052 0.416 -1.052 0.11
O -1.6115 -0.9691 4.1955 -0.076 -0.330 0.286 0.06
H 2.2615 -6.2776 3.4703 0.021 0.141 0.122 0.10
H -3.2918 3.1018 -8.9841 -0.114 -0.024 0.120 0.10
O 1.9286 -5.8843 6.5458 0.148 0.147 0.259 0.05
H 3.7789 -5.8527 2.6232 -0.110 0.089 0.016 0.09
C -2.6613 -2.5221 2.8323 0.088 0.180 -0.009 0.03
H 4.7100 -1.9027 -3.4870 -0.160 -0.002 0.047 0.08
H 2.7133 5.1253 -0.3361 -0.352 -1.278 0.229 0.11
O 4.0347 -9.3348 4.3956 0.083 0.323 0.077 0.05
H 5.9510 8.3606 -0.3736 0.131 0.081 -0.068 0.09
O 8.7483 9.0271 -1.7529 -0.232 0.113 0.121 0.05
O -0.6249 6.0486 -3.0942 -0.072 -0.312 0.162 0.07
O 1.1756 -4.0158 2.8116 0.190 -0.057 -0.236 0.05
N -3.2499 -6.1073 -1.8567 0.150 -0.146 -0.093 -0.43
H -1.0974 1.6051 2.3653 0.364 -0.615 -0.893 0.09
H 2.3943 1.8710 -2.7791 0.827 -0.149 0.963 0.13
H -4.0269 3.1774 3.1153 0.786 -0.476 -0.310 0.03
H -3.9375 3.3039 -1.5876 0.955 -1.067 0.405 0.10
C 3.0613 1.9246 -1.8647 -1.204 1.049 -0.396 -0.17
H -7.2575 1.6941 0.6611 -0.183 -0.082 0.009 0.09
O -2.8206 5.4919 -7.2330 -0.093 -0.303 0.073 0.08
O -3.3557 -7.0426 -2.6240 -0.087 0.269 0.240 0.08
H -6.2090 -3.0354 -1.0092 0.132 -0.142 0.056 0.11
H -8.9028 1.1533 -9.6642 0.086 0.025 0.131 0.10
O 5.4024 -3.2195 -1.2219 0.463 -0.351 -0.034 0.03
C 4.0647 -0.8310 -0.4368 -0.083 0.154 -0.989 0.02
O -9.2618 1.6354 -0.6590 -0.216 0.175 0.221 0.06
H 5.5177 -5.9203 -2.5234 0.044 -0.034 0.155 0.11
C -1.6435 1.1732 0.2025 -0.987 0.758 -0.020 -0.13
H -0.0327 -3.8557 7.5701 0.133 0.094 -0.015 0.10
C -1.8803 -5.6040 -1.5848 0.268 0.212 0.146 0.04
O -1.0404 4.0694 -2.3148 0.224 0.333 -0.092 0.04
O 2.4098 -4.5116 8.1508 -0.046 -0.225 -0.235 0.05
H 1.4518 3.8247 -0.4464 1.317 0.087 0.137 0.10
O -8.6675 5.5765 4.2430 -0.031 -0.143 -0.332 0.08
O 5.6718 0.9581 -0.4054 -1.153 -0.545 -1.020 0.08
N -2.0422 -2.1043 4.1194 0.164 0.084 -0.236 -0.43
H 10.8734 3.8432 -1.2073 -0.022 -0.008 -0.154 0.10
C -8.0547 2.1361 1.2537 0.342 -0.010 -0.098 0.03
C 0.7321 1.1299 1.0713 -0.166 0.324 0.415 -0.20
C -3.0673 1.4412 -2.4353 0.099 0.975 1.500 -0.01
O -5.1895 0.9427 -4.5076 -0.359 -0.116 -0.255 0.05
H -5.2973 -0.2897 5.5660 -0.132 -0.001 -0.065 0.10
N -9.3122 2.1130 0.4598 0.089 0.009 -0.039 -0.44
H -4.6077 -3.6004 -1.5869 -0.176 0.018 0.189 0.06
H 5.1696 -9.9758 6.6402 -0.141 -0.006 -0.051 0.11
H 1.1157 -2.9951 6.4900 -0.053 -0.034 0.137 0.11
N -4.5639 -2.3360 0.0732 -0.158 -0.014 -0.274 -0.40
C -0.7905 0.9344 1.5197 0.088 -0.402 -1.673 -0.13
N 4.4303 -8.5829 5.2677 -0.018 -0.023 0.067 -0.44
C 6.8870 8.0328 -0.8182 -0.282 -0.092 0.128 0.04
H -6.9931 0.2421 5.8302 0.092 -0.088 -0.103 0.10
C -5.1770 -2.7564 -1.2136 -0.070 0.363 -0.304 0.05
H -5.6339 1.3123 6.2910 -0.018 -0.014 -0.162 0.10
C -6.2623 -0.5658 -5.9012 0.078 0.166 -0.068 0.04
H 8.4295 1.2186 -0.4110 0.046 -0.123 -0.063 0.09
H -6.1989 0.2748 -6.5820 0.140 -0.035 0.262 0.07
H 4.4809 -1.4397 -5.2016 -0.083 -0.130 0.046 0.10
H 1.0907 3.7000 1.9326 1.054 -0.755 0.410 0.11
O -4.1337 -1.2002 0.1483 0.017 -0.311 0.255 0.07
H -4.8206 3.7702 0.6286 0.009 0.822 0.018 0.04
H 3.8066 4.2063 1.4877 -0.667 -1.008 -0.576 0.11
O -4.1638 -5.5396 -1.2906 -0.087 -0.440 -0.123 0.04
C 3.9932 -1.8009 -4.3002 0.143 0.241 -0.113 0.05
H 10.8297 4.9361 -2.6330 -0.021 -0.150 0.047 0.10
N 7.6658 9.2295 -1.2334 -0.054 0.136 0.023 -0.45
O 4.9205 -7.8661 10.8797 0.171 0.007 -0.348 0.08
C -5.9799 0.5576 5.5897 0.078 0.075 0.322 0.06
C 4.4913 -9.1249 6.6504 0.052 0.171 0.289 0.05
H -5.7087 -1.4184 -6.2884 -0.131 -0.005 0.078 0.11
H 0.7109 1.9573 0.2921 0.248 -0.889 0.998 0.09
O -7.0403 -0.2398 -8.5145 -0.392 -0.130 -0.281 0.02
S -0.7047 -1.8077 -2.2819 -1.802 2.875 1.049 0.91
H 4.7325 -6.1304 -0.9213 0.159 0.011 -0.059 0.10
O -6.3742 0.4261 3.3199 0.121 0.280 0.187 0.06
C 2.5664 3.9985 -0.3143 0.591 0.313 -0.787 -0.20
O 6.8872 -4.7041 -0.6879 -0.279 0.250 -0.074 0.08
O 8.0732 4.8972 -1.4469 0.078 -0.248 -0.193 0.07
```
Positions in Å, forces in eV/Å.

Summary:
- Orbital gap: 0.264 Ha
- Multiplicity: 1
- Total charge: 0

=====

No. 2
Below is 5 unconnected molecules or ions with the total composition C15H22ClO16, with properties calculated with wB97M-V/def2-TZVPD.

Geometry as XYZ:
```
54
Properties=species:S:1:pos:R:3:forces:R:3:nbo_charge:R:1
H -5.1145 -0.6146 3.0239 0.141 0.107 -0.319 0.19
O -1.2731 0.5417 1.3263 -0.284 0.474 -0.465 -0.90
O -4.3297 -1.5063 4.6682 0.135 -0.173 -0.112 -0.49
C -2.2774 2.9398 -0.6793 0.134 -1.527 0.537 -0.10
H 3.6461 2.5840 0.5576 -0.242 0.138 -0.160 0.20
H 0.5752 1.7495 -2.2714 -0.114 0.117 -0.259 0.21
H -1.6893 3.7576 -0.2660 -0.065 0.323 -0.518 0.19
O -2.0939 1.9793 -2.7994 -0.245 0.321 -0.563 -0.49
O -3.3100 3.3479 -1.5711 -0.077 0.595 0.375 -0.50
H 2.3218 -3.8246 -2.3949 -0.289 -0.069 -0.081 0.22
H 2.2000 -2.8388 -0.9460 -0.029 -0.002 -0.067 0.23
C 4.5256 0.0376 -1.0301 -0.173 0.086 0.555 0.97
C -4.2575 -1.2422 3.2431 0.042 -0.621 1.047 -0.10
C 0.2635 -1.0181 -2.0145 -0.304 -0.587 -0.242 -0.10
H 2.3932 1.5219 -0.2673 -0.353 0.303 0.750 0.21
H -3.3031 -0.7585 3.0541 -0.041 0.164 -0.197 0.22
C -4.3577 -2.6698 2.6706 -0.207 1.667 -1.507 -0.10
C 3.7821 0.4677 1.0867 -0.497 0.821 1.083 0.03
H 5.7304 1.1154 1.5925 0.028 0.103 0.214 0.20
H 0.5172 2.6479 -0.7924 -0.387 0.055 0.199 0.23
O 4.2163 1.3464 -1.0249 0.178 0.109 0.097 -0.51
O -0.7173 0.8793 3.5700 0.270 0.675 -0.088 -0.84
Cl -0.1763 0.7452 2.2461 0.861 -1.808 -0.103 2.54
O -0.4712 -1.2153 -5.3372 -0.041 0.080 -0.200 -0.58
O 4.8887 -0.5837 -1.9770 0.250 -0.039 -0.183 -0.60
O 0.4641 -2.5225 -3.7576 -0.285 0.008 -0.081 -0.51
H -0.1539 -3.1645 -1.8768 0.046 -0.128 -0.033 0.19
C 2.0211 -2.8447 -2.0278 0.326 -0.183 0.967 -0.63
H 4.4897 1.7251 2.7025 -0.132 -0.029 -0.060 0.22
H -2.6650 2.4077 0.1914 -0.425 0.106 -0.164 0.21
O -3.9332 -3.2706 5.9948 -0.070 -0.316 -0.039 -0.58
H 5.0661 0.0744 2.8449 -0.239 -0.265 -0.153 0.22
O 0.6750 -0.4349 2.1901 -0.173 -0.008 0.131 -0.90
C 4.8109 0.8532 2.1303 0.640 0.520 -0.362 -0.63
H 2.7088 -2.1167 -2.4583 -0.158 0.085 -0.109 0.23
H -1.4010 0.9070 -1.2976 -0.372 0.147 0.958 0.21
C -3.1534 2.7967 -2.7961 0.156 -0.579 0.742 0.98
H 2.8737 0.1484 1.6066 0.100 -0.685 -0.446 0.25
C -4.1057 -2.8161 4.9117 -0.074 0.785 0.043 0.97
O -4.1149 -3.5193 3.7562 0.014 -0.538 0.057 -0.49
C -1.4352 1.9641 -1.5212 0.846 0.665 -0.804 0.07
O 0.6625 1.8491 1.8254 -0.638 0.622 0.264 -0.88
O 4.3567 -0.4941 0.2066 -0.477 -0.444 -0.401 -0.49
O -0.5565 -0.6698 -3.1477 0.354 0.718 0.219 -0.50
C 3.3908 1.6120 0.1507 0.742 -0.680 -0.884 -0.08
C -0.0241 2.4808 -1.7261 0.510 -0.294 -0.040 -0.63
O -3.9070 2.9635 -3.6971 -0.130 0.246 -0.426 -0.60
H 1.1894 -0.4391 -1.9831 -0.066 0.156 -0.278 0.18
H -0.2988 -0.8066 -1.1093 -0.024 -0.284 0.082 0.23
C 0.5840 -2.4916 -2.3104 0.736 0.577 -0.617 0.07
H -0.0487 3.4112 -2.2948 0.008 0.022 0.016 0.21
H -5.3314 -2.7730 2.1805 -0.196 -0.628 0.625 0.17
H -3.6509 -2.7863 1.8479 0.370 -0.373 0.404 0.20
C -0.2019 -1.4324 -4.2036 -0.079 -0.537 0.598 0.98
```
Positions in Å, forces in eV/Å.

Summary:
- Orbital gap: 0.364 Ha
- Multiplicity: 1
- Total charge: -1

=====

For the records above, the corresponding max |F| values read 3.8 2.3 eV/A.
For the records above, the corresponding E values read -174947.84935 -61190.69352 eV.